Record 1
94
Properties=species:S:1:pos:R:3 method="wB97M-V/def2-TZVPD" e_above_lowest_kcal_mol=0.0 smiles="C[C@H]1COC(=O)O1.C[C@H]1COC(=O)O1.C[C@H]1COC(=O)O1.O=S1(=O)OCCO1.O=S1(=O)OCCO1.O=S1(=O)OCCO1.O=S1(=O)OCCO1.O=S1(=O)OCCO1"
S -4.48104 -3.54496 -0.38510
S 2.67210 2.45381 -4.78376
S -3.67222 1.73470 -3.64128
S 3.02679 3.68584 4.82668
S 2.85022 -1.14286 1.62484
O 1.10886 2.20755 -4.53936
O -0.46489 -4.81193 2.08928
O -3.02692 0.77228 -4.48137
O -3.18266 1.72021 -2.11604
O 2.44303 -2.44553 1.14892
O -0.79388 -0.01380 0.78156
O -1.43400 4.04973 0.37872
O 0.10299 -0.40192 -1.23715
O -3.12705 3.16741 -3.95400
O -0.88848 -5.69928 4.10415
O 0.70790 4.16699 1.20709
O 3.03393 2.35093 -6.15698
O 1.48422 3.82698 4.26034
O -4.06087 -2.84960 -1.78815
O 3.20679 4.58140 5.89993
O 4.01618 -0.62569 0.68024
O 0.36076 4.22538 -1.05872
O 3.09088 1.08555 -4.04231
O 3.93035 3.83593 3.70252
O -5.03396 -4.79038 -0.67879
O -3.42095 -3.37463 0.59002
O 2.83427 2.15769 5.21110
O 3.69581 -1.16664 3.02459
O 0.51314 1.51443 -0.18230
O -5.10895 1.80554 -3.67612
O 0.52229 -3.89148 3.84004
O 1.83820 -0.15871 1.82875
O 3.08549 3.56888 -4.03468
O -5.67686 -2.50838 -0.06097
C -5.62498 -1.31958 -0.91984
C 1.75855 4.42046 -0.83442
C 1.99131 3.91437 0.61056
C -0.93671 -1.41132 -0.96169
C -2.21190 3.72410 -3.01931
C -0.42620 -2.67533 -1.45605
C 1.94651 0.23727 -3.58483
C 1.45558 1.71446 5.30690
C -0.22229 4.12176 0.21447
C -1.03900 -1.38100 0.53161
C 0.00657 0.47041 -0.17787
C -1.70079 -6.47595 3.21276
C -1.13905 -6.80495 0.81352
C 0.76783 2.55995 4.24229
C 5.12413 -1.31162 2.73856
C -5.01074 -1.84721 -2.27077
C 2.17576 5.85380 -1.04648
C -1.50350 -5.79646 1.86532
C -0.19403 -4.72347 3.39363
C -1.93985 2.50477 -2.04091
C 0.72105 0.76512 -4.53465
C 5.24178 -0.40032 1.46121
H 5.29525 -2.32943 2.46002
H -2.06606 -1.50552 0.82796
H 0.81732 0.35789 -5.56478
H 1.87557 0.38350 -2.51166
H -0.87254 -6.45243 -0.20341
H 6.14578 -0.72997 0.87637
H -0.29530 2.72286 4.27414
H -0.22582 -7.33767 1.12336
H 1.47133 0.58596 5.13618
H 2.63044 4.57352 1.13497
H -1.43733 -7.51846 3.12790
H -0.30242 0.58025 -4.19579
H -1.81228 2.93618 -1.08053
H 1.46635 6.52332 -0.54090
H 2.25587 3.78986 -1.61277
H -2.37400 -5.19665 1.57881
H -5.75307 -2.23726 -2.94341
H 2.19531 2.82063 0.65120
H -0.51501 -2.88374 -2.54069
H -6.60496 -0.90914 -0.96437
H 5.25322 0.64419 1.87965
H -2.71627 4.38745 -2.34270
H 1.04819 1.93753 6.29102
H -4.50289 -1.06269 -2.83481
H -1.01490 -3.48134 -1.00077
H -1.95068 -7.51062 0.82113
H -1.26830 4.10895 -3.51737
H 2.18698 5.90723 -2.13963
H 5.82016 -0.96829 3.46964
H 0.98852 2.10263 3.30659
H -0.34522 -2.07765 1.09816
H 3.18911 6.02968 -0.70034
H 2.21658 -0.78217 -3.79165
H -2.70358 -6.53286 3.52162
H -1.91712 -1.02654 -1.30364
H -5.01781 -0.52897 -0.36049
H 0.54023 -2.84788 -1.06105
H -1.09216 1.90290 -2.29363


Record 2
67
Properties=species:S:1:pos:R:3 method="wB97M-V/def2-TZVPD" e_above_lowest_kcal_mol=131.9
Zn 0.19595 -0.55118 1.67012
S -0.81907 1.02510 4.00825
P 0.39461 -1.93188 -4.97154
P 0.21021 1.27917 -4.85876
O -1.99453 0.21329 3.72782
O -0.00310 -0.03450 5.01383
O 0.51051 0.84324 2.97876
C -1.58125 0.74601 6.81809
C -0.59999 -1.96024 0.14759
C -1.38851 2.13401 -5.21134
C 0.19584 2.34464 6.46711
C 1.96346 -2.75062 -5.49934
C -0.76242 -3.34519 -5.18927
C 0.74091 -1.88609 -0.06838
C -0.73477 1.42660 6.00512
C -1.44389 0.90291 8.17520
C -0.49757 0.92976 0.07984
C -0.33484 1.89362 10.22187
C -0.48704 1.77590 8.72114
C 1.82904 0.32188 -0.75338
C 1.41796 -1.11177 -1.15297
C 0.27906 -1.98356 3.12412
C 0.48399 0.45339 -6.52047
C 1.35710 2.70212 -5.06847
C 0.84429 0.99540 0.16376
C -1.66311 -1.23615 -0.62346
C 0.30445 2.48868 7.82763
C -1.28934 0.21868 -0.97815
C -0.00471 -0.99947 -6.54930
H 1.29760 1.79901 0.79424
H 2.77807 -2.01216 -5.55869
H -0.70470 -2.07592 3.58048
H 0.43578 -1.54133 -7.39894
H 0.44037 2.60382 10.47485
H -1.09615 1.66703 0.68666
H -0.66454 -3.81909 -6.17577
H 2.01709 0.93564 -1.65387
H 1.22451 3.40522 -4.23004
H -2.31734 0.03013 6.42941
H 1.07052 3.19335 8.23706
H 2.24980 -3.49797 -4.74086
H -2.21008 1.40260 -5.25824
H -2.23065 0.78005 -1.18932
H -1.94146 -1.79635 -1.53495
H -0.72996 0.23531 -1.93524
H 1.56436 0.49137 -6.71985
H -1.35703 2.69875 -6.15234
H 2.40020 2.34775 -5.04292
H 1.38860 -2.65471 0.43693
H 0.56056 -2.97749 2.68794
H 0.85556 2.89531 5.78773
H -2.58720 -1.21472 0.00212
H -0.98221 -2.80067 0.77572
H -1.61200 2.82965 -4.38561
H 2.81186 0.26599 -0.22594
H -2.09042 0.31368 8.86726
H -1.80129 -3.00005 -5.06187
H -0.01940 1.04875 -7.29618
H 1.18866 3.24097 -6.01119
H -1.09724 -1.02700 -6.66670
H 0.76420 -1.07272 -2.04877
H -1.28072 2.21905 10.66211
H 0.99781 -1.72659 3.89966
H 2.33033 -1.65601 -1.49248
H 1.86236 -3.25176 -6.47071
H -0.56605 -4.10146 -4.41187
H -0.07303 0.91882 10.63475


Record 3
66
Properties=species:S:1:pos:R:3 method="wB97M-V/def2-TZVPD" e_above_lowest_kcal_mol=0.0 charge=+3
Sc 0.14959 0.17474 -0.29116
O -1.07326 0.95654 -1.90133
O 1.97954 0.81338 -1.39422
O 0.29004 2.44425 -0.31031
O -0.15985 -1.42251 -1.77688
O 1.79114 -1.41532 -0.06885
C -1.13065 2.35989 -2.27097
C -2.80899 -2.10230 0.46175
C -0.72261 -3.22909 2.11559
C -1.76905 -1.19976 1.07046
C -0.75934 3.13657 -1.03448
C 0.31304 -0.91232 2.29243
C 3.05358 -0.13859 -1.64019
C -1.97090 0.20755 1.08060
C 1.40160 -2.72629 -0.53342
C -1.68816 0.03308 -2.84248
C -0.69795 -1.75726 1.78509
C 0.14145 0.49088 2.26463
C 0.67620 -2.60854 -1.85038
C -1.08150 1.03109 1.79416
C 1.64037 2.94592 -0.48029
C 3.13157 -0.97869 -0.40312
C 1.16335 1.38354 2.93330
C -3.26816 0.75869 0.53080
C -0.68821 -1.05412 -3.07983
C -1.48789 2.42604 2.19012
C 2.27270 2.22065 -1.62758
C 1.51441 -1.50896 2.96885
H 1.62038 4.02454 -0.63034
H 3.78520 -1.84093 -0.52996
H -0.42898 4.14353 -1.28559
H 1.03021 1.36253 4.01796
H 0.16411 -3.56843 2.63914
H -3.62047 -2.25457 1.18054
H -1.59721 3.21021 -0.35132
H 3.35051 2.37710 -1.63455
H 3.98728 0.39250 -1.81698
H 1.27912 -1.69238 4.02184
H -1.96082 2.34454 3.17417
H -2.61441 -0.32863 -2.39937
H -2.14617 2.60915 -2.57873
H 2.15775 2.73349 0.45407
H 0.76395 -3.14316 0.23652
H -2.41629 -3.08287 0.21190
H 3.48335 -0.39695 0.44814
H 1.35165 -2.48693 -2.69845
H -3.26112 -1.68428 -0.43325
H -3.61233 0.21849 -0.34587
H -0.45201 2.51327 -3.11005
H -1.57508 -3.41113 2.77576
H -0.65782 3.11530 2.29320
H -0.87469 -3.87119 1.24889
H -4.05557 0.66905 1.28353
H 0.14732 -0.72184 -3.69817
H 2.80300 -0.70712 -2.53417
H 1.07370 2.41843 2.62093
H 2.18655 1.06824 2.74003
H 0.04454 -3.47982 -2.02475
H 1.86982 2.50112 -2.59962
H -1.15922 -1.92271 -3.54069
H 2.28203 -3.35983 -0.63242
H 2.37850 -0.85367 2.95195
H 1.80587 -2.46101 2.53344
H -2.22791 2.87706 1.54056
H -3.20313 1.80753 0.26225
H -1.91366 0.55232 -3.77283


Record 4
75
Properties=species:S:1:pos:R:3 method="wB97M-V/def2-TZVPD" e_above_lowest_kcal_mol=0.0 smiles="CCCC[C@]1([C@H](F)CC)OC(=O)OC1(B(O)CC)B(O)CC.C[C@@H]1COC(=O)O1.C[C@@H]1COC(=O)O1"
F -0.63925 -3.45823 1.27329
O 0.02344 4.35153 -2.76827
O 3.63806 -2.37841 -4.61452
O 1.91446 0.95628 -0.03234
O -0.58470 -1.41384 3.09917
O 1.64539 -2.57494 0.08262
O 0.43133 -0.13421 4.65273
O 5.35688 -1.09837 -5.20809
O 0.76293 0.19295 2.45308
O -1.78950 3.90350 -1.50661
O 3.90108 -1.80041 -6.77854
O -1.30996 6.01342 -2.02502
C -3.32956 -0.26457 2.35654
C -1.55778 -2.41216 1.18917
C -0.35804 0.75506 -1.12888
C -3.98817 -1.62488 4.45824
C -2.64107 6.03313 -1.47281
C 0.22776 -0.42413 3.50938
C 0.43838 -0.61689 1.23564
C 4.51461 -2.33737 -3.47129
C 5.31760 -1.09178 -3.77474
C -1.19509 -2.75657 -1.33892
C -3.33256 -0.34385 3.89694
C -0.93962 -1.11801 1.70301
C -0.92523 4.72380 -2.16267
C 0.38082 0.90822 -2.47709
C 4.26039 -1.76338 -5.64955
C 3.73037 -2.31279 -2.18581
C -2.17687 -2.39495 -0.21247
C 2.96233 -2.52375 3.14651
C -1.97321 0.01352 1.69355
C -2.65257 4.72720 -0.70910
C -2.86979 7.27401 -0.65032
C 2.97107 -1.51997 1.97130
B 0.64884 0.39778 0.01056
B 1.67821 -1.63403 1.08509
H -3.63781 4.27393 -0.63457
H -1.19301 0.06456 -1.21343
H -1.54816 0.90016 2.16367
H -3.34270 -2.11638 5.18178
H -1.59971 -2.40805 -2.28680
H -3.89180 7.29309 -0.27261
H 3.07103 -3.17428 -2.11411
H -2.65902 -1.44390 -0.41712
H 1.98574 -2.64536 3.60970
H 2.12339 1.50891 0.72826
H -1.08967 -3.83569 -1.39331
H -3.80441 -1.14429 1.92409
H -2.17982 7.31158 0.19335
H -0.32189 1.07414 -3.28773
H 6.32747 -1.11124 -3.37322
H 3.33831 -3.49388 2.82676
H -3.34269 5.99252 -2.31069
H -2.33444 -0.25771 4.30897
H 3.64514 -2.18133 3.92210
H -4.93792 -1.40536 4.94025
H 1.02469 0.05306 -2.67496
H 3.16405 -0.50634 2.31108
H -2.96681 -3.14578 -0.20389
H -0.22185 -2.31353 -1.17103
H -2.34016 -2.67256 1.90095
H -0.75531 1.74511 -0.89673
H 4.40621 -2.31897 -1.33060
H 3.79956 -1.78676 1.31097
H -4.19404 -2.34766 3.66929
H -3.91426 0.49753 4.26871
H -3.97565 0.56524 2.06532
H 1.82283 -3.45970 0.41761
H -2.21697 4.82430 0.28825
H 3.10555 -1.42091 -2.13174
H -2.70560 8.16602 -1.25295
H 5.15208 -3.22552 -3.51744
H 1.02445 1.78082 -2.41458
H -2.16582 0.29474 0.66109
H 4.80802 -0.18340 -3.44452


Record 5
76
Properties=species:S:1:pos:R:3 method="wB97M-V/def2-TZVPD" e_above_lowest_kcal_mol=0.0 charge=+3
W -0.96455 -1.68335 -0.01501
S -2.41636 -0.30974 1.31154
S -1.77119 -3.81922 0.34154
S 0.73228 -2.06262 1.46002
S 0.46108 -1.55959 -1.98423
N 1.50015 0.44163 0.70625
N -3.43815 -2.96350 -1.60824
N -2.72960 -1.73866 -1.57661
N -3.75462 -5.10310 -0.85171
N 3.00316 -0.51880 1.97326
N -0.68160 1.76235 0.71022
N 0.54715 1.14571 -1.52175
N -2.34898 2.36080 2.00064
N 1.01677 0.64178 -3.59945
C 0.04245 -0.85931 -5.31431
C 1.15641 2.01178 -3.45058
C -3.38216 1.44455 4.05770
C 0.64477 0.14209 -2.41495
C -1.80157 1.33897 1.32766
C 2.48673 -1.04131 -4.65426
C 5.05324 -0.89022 3.29793
C -3.61044 2.36414 2.86157
C -3.09920 -3.97027 -0.80794
C 1.79904 -0.66735 1.40326
C -4.78888 1.92923 1.99618
C 1.30389 -0.10595 -4.89434
C -3.85082 3.78535 3.35823
C 0.86000 2.32277 -2.16899
C -0.51532 3.09922 1.01460
C 4.04859 -2.76133 1.99923
C 2.56020 1.31765 0.83907
C 3.74497 -1.52676 2.84263
C 2.88069 -1.83634 4.06113
C 3.48317 0.72440 1.62805
C -1.54911 3.46980 1.79712
C 1.66100 0.90680 -5.97177
B 0.22064 0.79684 -0.06300
H 5.71504 -0.66597 2.46061
H 2.58600 2.28222 0.36308
H -2.51425 1.76630 4.63414
H -4.20692 -3.04093 -2.26273
H -3.48597 -5.85886 -0.23551
H -4.01625 4.48872 2.54151
H 0.23163 -1.33338 -6.27684
H 4.63666 -2.49471 1.12028
H 1.95110 -2.34006 3.80112
H 1.83638 0.35485 -6.89323
H -4.52954 -5.27733 -1.47863
H 3.36133 -0.48546 -4.31481
H 1.43416 2.65398 -4.26442
H 5.56635 -1.61013 3.93301
H -4.89608 2.58021 1.12767
H 2.65116 -0.92447 4.61380
H -4.75756 3.77130 3.96030
H 4.63662 -3.45364 2.60049
H -4.25444 1.50075 4.70768
H -0.23044 -1.64927 -4.61685
H 4.89458 0.00721 3.89693
H -5.69925 2.00910 2.58871
H -2.34963 -1.56952 -2.50746
H -3.04520 4.14229 4.00020
H 2.25880 -1.82278 -3.93111
H -1.77284 4.42764 2.22591
H 3.43571 -2.49891 4.72358
H 3.14968 -3.28715 1.68307
H 2.74654 -1.52743 -5.59364
H -0.70123 0.02159 -0.37022
H 2.57889 1.44736 -5.73921
H -4.70913 0.89535 1.66366
H -3.25375 0.40179 3.77363
H 0.85259 1.61351 -6.16334
H 4.43796 1.08731 1.95904
H 0.31771 3.68144 0.66295
H 0.82472 3.28478 -1.68955
H -0.79678 -0.17325 -5.44192
H -3.38815 -0.99288 -1.35260


Record 6
77
Properties=species:S:1:pos:R:3 method="wB97M-V/def2-TZVPD" energy_ev=-70351.049
P -1.51723 2.85989 -0.08500
P 1.74399 0.70916 0.74050
F 2.16699 5.69088 1.25892
F 0.13009 -2.17240 1.17293
O -3.84111 -0.25799 3.28379
O -2.44833 1.85881 -1.12333
O 0.43295 -0.85551 -5.66882
O -2.72940 -2.20340 -0.40327
O -2.65193 -4.46527 -0.30599
O -0.37321 4.34139 2.92928
O 1.54239 -1.47377 -3.79309
O -2.80909 1.61719 4.20543
O -2.34079 4.38204 -0.15888
N 0.39938 3.22581 2.75225
N -1.55376 2.26875 1.58667
N 0.34062 0.87315 1.78687
C 3.77881 -1.30786 0.05810
C 1.55357 -1.08867 -4.93373
C -0.85078 -1.83809 3.52196
C -0.89170 -1.51041 1.96451
C -0.15548 2.20911 2.10261
C 2.23040 -0.02167 -6.91260
C 2.94301 -0.63824 1.28512
C 2.95985 3.54064 2.30675
C 0.80589 -0.51584 -7.00919
C -2.18742 0.94055 1.83180
C -3.29042 -3.26538 -0.30149
C -3.01292 0.69524 3.17401
C -3.62143 -5.51916 -0.27798
C 1.32871 0.64771 -1.09963
C 2.78275 -0.84072 -5.76536
C 1.77861 3.11391 3.31047
C -0.17557 -0.73339 4.46002
C 2.45186 4.29710 0.99312
C -4.77739 -3.46594 -0.19888
C -4.87178 -4.89381 0.29455
C 2.14017 1.81807 -1.85028
C -0.86357 0.02672 1.55940
H 3.53356 -0.28775 -5.20112
H 0.13222 0.25147 -7.39440
H 1.52982 3.83789 0.50631
H -5.78698 -5.40415 -0.01021
H 1.74280 2.82837 -1.46325
H -2.05410 0.95482 -1.19135
H -1.90499 -1.92460 1.56853
H -1.87348 -2.10840 3.97968
H 4.31368 -0.49028 -0.52889
H -2.89367 0.51132 1.03068
H 2.78971 -0.13563 -7.84270
H 2.23748 1.03924 -6.64286
H -3.76880 -5.88454 -1.29874
H -3.25417 -6.33945 0.34110
H -5.22214 -3.34665 -1.18980
H 3.74075 -0.15275 1.96207
H 4.58718 -1.97680 0.54049
H -4.82625 -4.90781 1.38805
H 1.71172 -0.35700 -1.51204
H 3.53244 2.60815 1.98222
H -0.98128 4.07046 3.66811
H 1.78059 3.71033 4.29935
H 1.91299 2.00254 3.60176
H -3.13371 4.29048 -0.74563
H -0.91609 -0.04387 0.39999
H -0.25002 -1.04401 5.57090
H 2.49106 -1.49162 1.89211
H -0.63389 0.30966 4.39483
H 3.18278 -1.79921 -6.10437
H -0.21476 -2.79958 3.64084
H 0.71729 -1.41026 -7.63302
H 3.10282 -1.98004 -0.56750
H 1.95643 1.82092 -2.98327
H -5.22018 -2.76532 0.50925
H 3.33096 4.27067 0.24306
H 3.25674 1.71478 -1.64059
H 0.94506 -0.60593 4.19363
H 0.21322 0.72221 -1.32857
H 3.64650 4.26370 2.87383


In g/mol, the molar mass values for the records above are, in order, 926.9; 509.9; 427.5; 520.2; 752.5; 589.5.